Record 1
Density functional theory data (the ωB97M-V functional and the def2-TZVPD basis) for one molecule with the formula C8H13N3O at a distorted geometry.

## Properties
HOMO-LUMO gap: 9.250 eV
Highest occupied orbital energy: -8.587 eV
Electronic energy: -552.02175 Ha
Energy relative to the best compared isomer or geometry (same formula, charge and spin): 3.753 eV
2S+1: 1
E_LUMO: 0.66 eV
Largest force on an atom: 5.57 eV/A

Geometry (Å):
C: -2.984 -1.396 -0.135
C: -1.666 -1.313 0.124
C: -3.774 -0.187 0.037
C: 0.746 0.239 -0.283
C: 0.649 -1.028 0.461
C: -0.634 1.012 -0.389
C: 1.847 -1.900 0.171
C: -0.394 2.566 -0.124
N: -0.479 -1.814 -0.059
N: -2.814 0.857 0.470
N: -1.551 0.438 0.617
O: -4.957 -0.050 -0.161
H: -3.559 -2.291 -0.458
H: 1.329 1.003 0.419
H: 1.289 0.121 -1.207
H: 0.385 -1.077 1.517
H: -1.110 0.907 -1.310
H: 1.890 -2.763 0.807
H: 2.912 -1.461 0.325
H: 1.547 -2.214 -0.777
H: -1.198 3.142 -0.571
H: 0.483 2.851 -0.922
H: -0.014 2.873 0.873
H: -0.195 -2.540 -0.718
H: -3.189 1.332 1.322

***

Record 2
Density functional theory data (the ωB97M-V functional and the def2-TZVPD basis) for a 2-piece molecular cluster, C8H13N3O overall at a distorted geometry.

## Properties
HOMO-LUMO gap: 10.369 eV
Highest occupied orbital energy: -9.759 eV
Electronic energy: -552.07224 Ha
Energy relative to the best compared isomer or geometry (same formula, charge and spin): 2.380 eV
2S+1: 1
E_LUMO: 0.61 eV
Largest force on an atom: 1.62 eV/A

Geometry (Å):
C: 2.636 -2.005 -0.778
C: 2.667 -1.085 0.388
C: 2.176 1.977 -1.254
C: -0.544 1.812 1.323
C: -1.210 1.457 0.244
C: -2.624 0.917 0.263
C: -2.706 -0.541 -0.152
C: -4.106 -0.984 -0.258
H: 3.643 -2.086 -1.210
H: 1.938 -1.679 -1.556
H: 2.338 -3.005 -0.401
H: 2.633 0.876 0.961
H: 2.518 2.632 -0.443
H: 1.910 2.465 -2.181
H: 0.468 2.237 1.259
H: -0.988 1.656 2.292
H: -0.730 1.552 -0.734
H: -3.185 1.527 -0.481
H: -3.096 1.080 1.266
H: -2.258 -0.715 -1.126
H: -2.163 -1.187 0.538
N: 2.421 0.250 0.172
N: 2.077 0.721 -1.069
N: -5.179 -1.411 -0.375
O: 3.000 -1.446 1.508